# 1
The following is a quantum chemistry calculation of C64H51N2O5PV as an isolated structure in a non-equilibrium geometry, from OMol25.

Last column: Löwdin spin population.
Positions of all 124 atoms, in Å:
1 V -1.297 -0.669 0.857  2.1383
2 O 1.054 2.297 2.902  0.0170
3 C 0.232 1.297 2.472  0.0640
4 O 0.066 1.095 1.106  0.0377
5 C -0.447 0.443 3.294  0.0255
6 C -0.455 0.542 4.720  0.1823
7 C -1.200 -0.344 5.456  0.0091
8 C -1.961 -1.320 4.817  0.1401
9 C -1.965 -1.359 3.408  0.1029
10 N -1.197 -0.518 2.641  0.0480
11 C -2.766 -2.162 2.571  0.2113
12 O -3.590 -3.140 3.100  0.0552
13 O -2.761 -2.010 1.328  0.1527
14 H 1.471 2.682 2.102  0.0000
15 H 0.138 1.318 5.172  0.0141
16 H -1.191 -0.283 6.538  -0.0052
17 H -2.542 -2.031 5.396  0.0148
18 H -3.405 -3.187 4.045  0.0008
19 C -4.146 2.284 3.550  0.0003
20 C -3.830 1.346 2.389  0.0011
21 C -4.980 0.384 2.106  0.0024
22 C -3.401 2.141 1.140  0.0015
23 C -4.508 3.068 0.579  0.0011
24 O -4.768 2.592 -0.718  0.0038
25 C -3.861 1.561 -0.960  0.0090
26 N -3.067 1.277 0.030  0.0199
27 C -3.914 0.963 -2.239  0.0017
28 C -4.833 1.445 -3.203  0.0010
29 C -4.952 0.867 -4.434  0.0001
30 C -4.137 -0.228 -4.781  0.0015
31 C -3.208 -0.689 -3.873  -0.0003
32 C -3.072 -0.135 -2.601  0.0066
33 P -1.758 -0.734 -1.513  0.0828
34 C -0.379 -0.567 -2.713  0.0101
35 C -0.018 -1.508 -3.678  -0.0001
36 C 1.049 -1.263 -4.521  0.0001
37 C 1.749 -0.069 -4.436  -0.0003
38 C 1.376 0.889 -3.502  0.0003
39 C 0.320 0.637 -2.652  0.0011
40 C -2.073 -2.529 -1.479  0.0134
41 C -1.114 -3.346 -0.865  0.0006
42 C -1.451 -4.648 -0.526  -0.0019
43 C -2.720 -5.146 -0.783  0.0079
44 C -3.666 -4.339 -1.388  -0.0008
45 C -3.349 -3.033 -1.714  0.0088
46 H -4.293 1.711 4.463  0.0005
47 H -5.048 2.866 3.363  0.0000
48 H -3.318 2.971 3.712  0.0003
49 H -2.962 0.748 2.674  0.0009
50 H -5.884 0.914 1.807  0.0000
51 H -5.208 -0.202 2.996  0.0008
52 H -4.696 -0.304 1.311  0.0012
53 H -2.516 2.734 1.421  0.0002
54 H -4.180 4.113 0.520  0.0001
55 H -5.434 3.021 1.162  0.0001
56 H -5.445 2.296 -2.936  0.0001
57 H -5.667 1.248 -5.155  0.0000
58 H -4.230 -0.692 -5.756  0.0001
59 H -2.573 -1.517 -4.155  0.0000
60 H -0.562 -2.443 -3.743  0.0000
61 H 1.350 -2.014 -5.242  0.0001
62 H 2.582 0.113 -5.099  0.0000
63 H 1.907 1.828 -3.429  0.0001
64 H 0.030 1.372 -1.913  0.0006
65 H 0.498 -2.038 -1.324  -0.0082
66 H -0.724 -5.279 -0.032  0.0000
67 H -2.971 -6.156 -0.481  0.0006
68 H -4.664 -4.712 -1.582  -0.0003
69 H -4.101 -2.377 -2.136  0.0008
70 C 0.841 1.823 0.310  0.0044
71 C 1.579 2.769 0.044  0.0059
72 C 2.500 3.622 -0.560  0.0018
73 C 2.016 4.690 -1.379  0.0005
74 C 0.688 4.699 -1.862  0.0005
75 C 0.228 5.683 -2.705  0.0000
76 C 1.055 6.726 -3.101  0.0004
77 C 2.333 6.793 -2.563  0.0001
78 C 2.797 5.816 -1.713  0.0003
79 C 3.890 3.404 -0.258  0.0005
80 C 4.295 2.739 0.917  0.0002
81 C 5.621 2.628 1.269  0.0000
82 C 6.621 3.141 0.453  0.0003
83 C 6.253 3.700 -0.764  0.0000
84 C 4.928 3.816 -1.118  0.0002
85 H 0.017 3.904 -1.567  0.0001
86 H -0.792 5.640 -3.073  0.0000
87 H 0.707 7.481 -3.796  0.0000
88 H 2.979 7.633 -2.805  0.0000
89 H 3.776 5.931 -1.273  0.0000
90 H 3.547 2.301 1.560  0.0001
91 H 5.885 2.140 2.200  0.0000
92 H 7.663 3.077 0.744  0.0000
93 H 7.025 4.045 -1.447  0.0000
94 H 4.677 4.199 -2.097  0.0000
95 C 0.081 -1.959 0.754  -0.2677
96 C 0.251 -2.762 -0.532  -0.0286
97 C 1.264 -3.877 -0.679  0.0010
98 C 1.549 -4.280 -1.985  0.0004
99 C 2.377 -5.352 -2.249  -0.0001
100 C 2.960 -6.049 -1.202  0.0003
101 C 2.683 -5.666 0.095  -0.0001
102 C 1.826 -4.611 0.357  0.0002
103 H 1.098 -3.750 -2.811  -0.0002
104 H 2.564 -5.657 -3.271  0.0000
105 H 3.617 -6.887 -1.399  0.0000
106 H 3.131 -6.204 0.919  0.0000
107 H 1.594 -4.356 1.377  -0.0002
108 C 5.048 -0.731 1.083  0.0021
109 C 4.024 -0.415 0.182  -0.0040
110 C 2.753 -0.876 0.400  -0.0025
111 C 2.433 -1.632 1.542  -0.0138
112 C 1.096 -2.099 1.777  -0.0398
113 C 0.830 -2.706 3.003  -0.0207
114 C 1.834 -2.922 3.945  -0.0004
115 C 3.134 -2.562 3.687  -0.0134
116 C 3.457 -1.893 2.491  -0.0011
117 C 4.767 -1.452 2.212  -0.0033
118 H 6.054 -0.385 0.886  0.0002
119 H 4.238 0.194 -0.683  -0.0003
120 H 1.961 -0.627 -0.292  -0.0020
121 H -0.171 -3.076 3.194  0.0008
122 H 1.585 -3.420 4.874  0.0007
123 H 3.919 -2.770 4.402  -0.0010
124 H 5.552 -1.689 2.919  -0.0002

Output
total charge = -2
spin multiplicity = 4
relative energy (zero: lowest compared OMol25 entry of this formula, charge and spin) = 201.2 kJ/mol
LUMO energy (spin up / spin down) = 3.76 / 3.77 eV
HOMO level (spin up / spin down) = 0.06 / -0.34 eV

=====

# 2
The following is a quantum chemistry calculation of one molecule with the formula C9H7NS in a non-equilibrium geometry, from OMol25.

Last column: Löwdin charge in e.
Positions of all 18 atoms, in Å:
1 C -2.774 -1.116 -0.148  -0.1224
2 C -3.396 -0.003 0.256  -0.2157
3 N -2.783 1.152 0.382  0.0458
4 C -1.526 1.270 0.104  -0.1478
5 C -0.713 0.206 -0.303  -0.1644
6 C 0.830 0.176 -0.427  -0.5152
7 C 1.556 1.323 -0.409  -0.1615
8 C 2.903 1.053 -0.010  -0.2223
9 C 3.185 -0.248 0.484  -0.3880
10 S 1.763 -1.185 0.077  0.9816
11 C -1.391 -1.107 -0.406  -0.0216
12 H -3.317 -2.133 0.124  0.1433
13 H -4.606 -0.046 0.495  0.1591
14 H -0.929 2.253 0.444  0.1513
15 H 1.100 2.389 -0.706  0.1598
16 H 3.738 1.741 -0.067  0.0876
17 H 4.100 -0.584 1.236  0.1387
18 H -0.845 -2.057 -0.277  0.0917

Output
structure (SMILES) = c1cncc(-c2cccs2)c1
relative energy (zero: lowest compared OMol25 entry of this formula, charge and spin) = 263.4 kJ/mol
LUMO energy = 0.17 eV
HOMO level = -8.51 eV

=====

# 3
The following is a quantum chemistry calculation of one molecule with the formula C14H31F3N4O6P2S in a non-equilibrium geometry, from OMol25.

Last column: Löwdin charge in e.
Positions of all 61 atoms, in Å:
1 C -0.136 -1.603 4.228  -0.1280
2 C 0.249 -2.168 2.787  -0.2046
3 C -0.094 -0.987 1.732  -0.2941
4 C 0.712 0.333 2.173  -0.0720
5 C 0.217 -1.437 0.229  -0.3002
6 O 1.451 -0.866 -0.221  -0.1462
7 C 2.027 -1.593 -1.317  -0.1835
8 C 3.432 -2.230 -0.887  -0.0716
9 C 4.628 -1.183 -0.846  -0.2523
10 O 4.256 0.150 -0.505  -0.0098
11 C 5.482 -1.120 -2.189  -0.4187
12 F 4.774 -0.480 -3.213  0.0896
13 F 5.875 -2.374 -2.656  0.0875
14 F 6.635 -0.369 -1.911  0.0831
15 C -1.045 -1.005 -0.688  -0.3777
16 O -1.303 0.386 -0.364  -0.1487
17 C -1.610 1.186 -1.498  -0.5778
18 C -2.000 2.692 -1.129  -0.0669
19 C -1.410 3.230 0.246  -0.5846
20 N -1.823 4.695 0.316  0.0315
21 N 0.073 3.215 0.332  0.0622
22 N -2.035 2.609 1.453  0.0795
23 O -0.567 1.247 -2.506  -0.1173
24 N 0.672 1.371 -1.960  -0.0005
25 O 1.423 1.558 -2.875  0.0557
26 P -3.141 0.471 -2.434  0.4664
27 S -2.640 -0.575 -4.014  0.1582
28 P -2.448 -2.199 -0.155  0.9566
29 C -3.697 -1.313 0.945  -0.2898
30 O -3.368 -2.693 -1.534  -0.4000
31 H -0.932 -0.801 4.214  0.0719
32 H -0.518 -2.433 4.914  0.0742
33 H 0.814 -1.144 4.665  0.0775
34 H 1.344 -2.406 2.650  0.1142
35 H -0.459 -3.012 2.531  0.0980
36 H -1.191 -0.748 1.914  0.1043
37 H 0.903 1.043 1.312  0.0581
38 H 1.640 0.098 2.779  0.0826
39 H 0.019 0.903 2.885  0.0727
40 H 0.286 -2.569 0.168  0.1318
41 H 1.375 -2.441 -1.684  0.1319
42 H 2.229 -0.903 -2.204  0.1206
43 H 3.352 -2.760 0.113  0.1268
44 H 3.666 -3.028 -1.666  0.1256
45 H 5.352 -1.529 -0.036  0.1698
46 H 3.679 0.541 -1.188  0.0931
47 H -0.819 -1.211 -1.779  0.1054
48 H -3.137 2.726 -1.018  0.1147
49 H -1.633 3.404 -1.941  0.1417
50 H -1.943 5.080 -0.626  0.0580
51 H -1.078 5.230 0.789  0.0714
52 H 0.420 3.713 1.157  0.0831
53 H 0.410 3.738 -0.493  0.0825
54 H -2.306 3.326 2.127  0.0749
55 H -2.807 1.997 1.192  0.0528
56 H -3.854 1.623 -2.945  -0.0024
57 H -4.050 -0.189 -1.553  -0.0174
58 H -3.820 -1.914 1.910  0.0469
59 H -4.729 -1.348 0.451  0.0490
60 H -3.409 -0.265 1.257  0.0241
61 H -3.392 -3.666 -1.433  0.0365

Output
structure (SMILES) = CC[C@@H](C)[C@H](OCC[C@H](O)C(F)(F)F)[C@H](O[C@@](CC(N)(N)N)(ON=O)[PH2]=S)P(C)O
LUMO energy = 0.01 eV
HOMO level = -8.52 eV

=====

# 4
The following is a quantum chemistry calculation of a 12-piece molecular cluster, C42H70N2O14 overall in a non-equilibrium geometry, from OMol25.

Last column: Löwdin charge in e.
Positions of all 128 atoms, in Å:
1 O -1.560 -1.911 -3.232  0.0222
2 N -1.998 -0.906 -2.629  -0.2599
3 O -3.063 -0.289 -2.979  0.0375
4 C -1.296 -0.420 -1.368  -0.1173
5 C -1.995 0.478 -0.526  0.0042
6 C -1.332 0.915 0.605  -0.0675
7 C -0.069 0.449 0.989  -0.0636
8 C 0.568 -0.415 0.094  -0.0687
9 C -0.059 -0.966 -1.033  -0.0009
10 H -2.955 0.844 -0.858  0.0988
11 H -1.790 1.682 1.212  0.0913
12 H 0.461 0.800 1.862  0.0873
13 H 1.581 -0.660 0.376  0.0911
14 H 0.411 -1.622 -1.750  0.1060
15 O -4.192 -2.287 -0.135  0.0528
16 N -3.557 -3.107 -0.819  -0.2966
17 O -3.699 -3.359 -2.044  0.0576
18 C -2.425 -3.807 -0.100  -0.1162
19 C -2.597 -4.231 1.248  0.0008
20 C -1.632 -5.071 1.753  -0.0804
21 C -0.448 -5.243 1.035  -0.0853
22 C -0.194 -4.651 -0.230  -0.0452
23 C -1.273 -4.034 -0.844  -0.0273
24 H -3.481 -3.960 1.807  0.1150
25 H -1.740 -5.578 2.700  0.1112
26 H 0.317 -5.860 1.484  0.1027
27 H 0.770 -4.806 -0.692  0.1027
28 H -1.257 -3.726 -1.879  0.0865
29 C 1.059 2.468 6.681  -0.0219
30 C 1.585 2.528 5.310  -0.4618
31 C 2.930 3.324 5.217  -0.0201
32 O 1.081 2.145 4.265  0.0409
33 H 0.052 2.885 6.726  0.0864
34 H 1.515 3.218 7.328  0.0775
35 H 1.134 1.487 7.151  0.0961
36 H 2.940 4.170 5.903  0.0695
37 H 3.054 3.859 4.276  0.0755
38 H 3.721 2.598 5.408  0.0813
39 C 2.604 -0.047 -6.547  -0.0107
40 C 2.900 -1.221 -5.627  -0.4939
41 C 1.861 -1.337 -4.533  -0.0067
42 O 3.908 -1.864 -5.695  0.0641
43 H 1.528 0.084 -6.666  0.0891
44 H 3.132 -0.039 -7.501  0.0822
45 H 3.122 0.738 -5.996  0.0831
46 H 2.227 -1.705 -3.575  0.0546
47 H 1.056 -1.964 -4.917  0.0811
48 H 1.283 -0.417 -4.442  0.0628
49 C 2.104 -5.478 -5.184  -0.0137
50 C 0.771 -4.943 -4.805  -0.5415
51 C -0.206 -4.482 -5.855  -0.0037
52 O 0.467 -4.876 -3.656  0.0702
53 H 2.566 -4.548 -5.514  0.0821
54 H 2.120 -6.358 -5.828  0.0926
55 H 2.721 -5.750 -4.327  0.0746
56 H 0.286 -4.108 -6.753  0.0836
57 H -0.672 -3.701 -5.255  0.0715
58 H -0.942 -5.245 -6.109  0.0931
59 C 1.412 -3.013 3.016  -0.0109
60 C 0.499 -2.655 4.140  -0.4818
61 C 0.048 -1.189 4.229  -0.0211
62 O 0.181 -3.417 5.020  0.0664
63 H 2.018 -2.111 2.942  0.0605
64 H 0.875 -3.101 2.072  0.0679
65 H 2.011 -3.916 3.134  0.0930
66 H -0.066 -0.821 5.249  0.0796
67 H -0.885 -1.039 3.686  0.0781
68 H 0.805 -0.539 3.791  0.0450
69 C -6.200 3.499 1.845  -0.0090
70 C -6.822 2.348 1.073  -0.4586
71 C -5.919 1.632 0.035  -0.0126
72 O -7.960 1.933 1.303  0.0453
73 H -7.058 3.864 2.409  0.0853
74 H -5.914 4.147 1.016  0.0742
75 H -5.361 3.103 2.418  0.0803
76 H -6.468 0.755 -0.307  0.0810
77 H -4.979 1.306 0.479  0.0653
78 H -5.630 2.160 -0.873  0.0717
79 C -3.541 4.598 -2.066  -0.0245
80 C -3.255 4.836 -0.640  -0.4689
81 C -3.554 6.194 -0.032  -0.0234
82 O -2.771 3.940 0.093  0.0195
83 H -2.940 5.136 -2.799  0.0954
84 H -4.600 4.754 -2.274  0.0905
85 H -3.406 3.525 -2.200  0.0790
86 H -4.179 6.858 -0.628  0.0771
87 H -2.581 6.664 0.116  0.0887
88 H -4.016 6.163 0.955  0.0787
89 C 1.249 3.002 -1.812  0.0094
90 C 1.784 2.147 -3.023  -0.4620
91 C 3.269 1.875 -2.976  -0.0103
92 O 1.105 1.867 -3.970  0.0670
93 H 0.279 3.379 -2.138  0.0722
94 H 1.996 3.774 -1.632  0.0788
95 H 1.059 2.365 -0.948  0.0583
96 H 3.418 0.911 -3.462  0.0620
97 H 3.824 1.781 -2.042  0.0534
98 H 3.760 2.752 -3.396  0.0990
99 C 3.807 2.092 0.949  -0.0061
100 C 4.702 1.445 1.992  -0.4788
101 C 4.217 0.453 2.948  -0.0215
102 O 5.915 1.540 1.788  0.0417
103 H 2.743 1.925 1.118  0.0632
104 H 4.083 1.878 -0.083  0.0596
105 H 4.001 3.162 1.022  0.0902
106 H 4.893 0.346 3.796  0.0960
107 H 3.980 -0.500 2.473  0.0907
108 H 3.259 0.871 3.254  0.0567
109 C 3.941 -3.498 -2.458  -0.0254
110 C 4.206 -2.034 -2.270  -0.4796
111 C 5.574 -1.528 -2.697  -0.0071
112 O 3.483 -1.345 -1.540  0.0220
113 H 2.895 -3.759 -2.623  0.0650
114 H 4.410 -4.142 -1.714  0.0986
115 H 4.425 -3.833 -3.375  0.0760
116 H 5.961 -0.944 -1.862  0.0883
117 H 5.459 -0.959 -3.619  0.0777
118 H 6.256 -2.344 -2.935  0.0826
119 C -2.676 1.250 4.406  -0.0097
120 C -2.932 2.662 4.948  -0.4721
121 C -4.186 2.963 5.632  -0.0373
122 O -2.133 3.605 4.750  0.0238
123 H -1.738 0.880 4.821  0.0541
124 H -2.901 0.996 3.370  0.0821
125 H -3.211 0.592 5.090  0.0759
126 H -4.415 4.025 5.544  0.0937
127 H -4.008 2.821 6.698  0.0968
128 H -4.900 2.236 5.244  0.0864

Output
structure (SMILES) = O=[N+]([O-])c1ccccc1.O=[N+]([O-])c1ccccc1.CC(C)=O.CC(C)=O.CC(C)=O.CC(C)=O.CC(C)=O.CC(C)=O.CC(C)=O.CC(C)=O.CC(C)=O.CC(C)=O
relative energy (zero: lowest compared OMol25 entry of this formula, charge and spin) = 348.6 kJ/mol
LUMO energy = -0.61 eV
HOMO level = -9.53 eV

=====

# 5
The following is a quantum chemistry calculation of C9H23BCsNO as an isolated structure in a non-equilibrium geometry, from OMol25.

Last column: Löwdin charge in e.
Positions of all 36 atoms, in Å:
1 Cs 4.653 1.091 -3.977  0.9221
2 B 9.375 0.398 -2.692  -0.4542
3 H 9.130 1.071 -3.499  -0.1290
4 H 9.404 0.947 -1.764  -0.1158
5 H 8.651 -0.398 -2.609  -0.1297
6 H 10.359 -0.021 -2.831  -0.1091
7 C -0.448 -2.524 0.988  -0.0227
8 C -1.512 -1.406 0.838  -0.5153
9 C -1.892 -0.903 2.265  -0.1257
10 C -2.590 0.453 2.418  -0.1739
11 C -1.821 1.479 1.586  -0.1366
12 C -1.526 1.089 0.102  -0.4568
13 N -1.005 -0.304 0.007  -0.1327
14 O -0.638 -0.709 -1.262  -0.0082
15 C -2.801 1.299 -0.717  -0.0439
16 C -0.412 2.089 -0.441  -0.0307
17 C -2.735 -2.055 0.197  -0.0425
18 H 0.372 -1.902 1.345  0.0866
19 H -0.217 -2.879 -0.017  0.0769
20 H -0.816 -3.291 1.669  0.0901
21 H -2.585 -1.661 2.632  0.1122
22 H -1.060 -0.895 2.969  0.1188
23 H -2.610 0.655 3.489  0.1104
24 H -3.643 0.526 2.148  0.1059
25 H -0.944 1.891 2.086  0.1168
26 H -2.484 2.341 1.525  0.1109
27 H -2.649 0.965 -1.744  0.0753
28 H -3.695 0.804 -0.340  0.0748
29 H -2.945 2.372 -0.850  0.0873
30 H 0.566 1.741 -0.109  0.0774
31 H -0.320 2.108 -1.527  0.0661
32 H -0.534 3.127 -0.132  0.0785
33 H -3.151 -2.889 0.762  0.0902
34 H -2.519 -2.476 -0.785  0.0774
35 H -3.486 -1.293 -0.009  0.0705
36 H -1.472 -0.839 -1.720  0.0783

Output
relative energy (zero: lowest compared OMol25 entry of this formula, charge and spin) = 127.0 kJ/mol
LUMO energy = -1.51 eV
HOMO level = -6.96 eV